No. 1
# C3H4N4O

A molecular structure, C3H4N4O at a distorted geometry (wB97M-V/def2-TZVPD, the OMol25 dataset).

Cartesian coordinates (Å):
C -2.61 0.01 0.97
C -1.45 0.69 1.00
C 0.46 -0.91 -0.32
H -2.60 -0.83 0.32
H -3.58 0.87 1.38
H -1.42 1.59 1.48
H -0.51 -2.84 -0.10
N -0.11 0.24 0.48
N 0.60 1.33 0.03
N 1.66 1.06 -0.55
N 0.23 -2.06 -0.77
O 1.63 -0.19 -0.92

Summary:
Frontier orbital gap ... 9.8 eV
LUMO energy ... 0.46 eV
Energy relative to the best compared isomer or geometry (same formula, charge and spin) ... 7.0230 eV

No. 2
# C9H19NO

2 unconnected molecules or ions with the total composition C9H19NO at a distorted geometry (wB97M-V/def2-TZVPD, the OMol25 dataset).

Cartesian coordinates (Å):
C -1.85 0.35 -1.27
C -2.02 -0.34 -2.55
C 0.22 -1.62 2.43
C 2.27 -0.51 -1.51
C 1.39 1.35 -0.34
C -2.07 1.96 0.56
C -0.23 -0.51 1.44
C 1.59 -0.10 -0.21
C 0.23 -0.76 0.09
N -2.29 1.37 -0.73
O 0.13 -2.00 -0.45
H -1.05 -0.26 -3.08
H -2.90 -0.10 -3.18
H -2.21 -1.33 -2.31
H 0.56 -2.40 1.86
H -0.58 -2.02 3.00
H 0.91 -1.04 3.00
H 2.21 -1.58 -1.60
H 3.31 -0.13 -1.42
H 1.82 0.05 -2.31
H 1.35 1.91 0.61
H 0.50 1.55 -0.98
H 2.19 1.88 -0.87
H -2.45 1.29 1.36
H -2.36 3.04 0.37
H -0.99 1.91 0.89
H 0.11 0.50 1.81
H -1.41 -0.59 1.55
H 2.19 -0.41 0.61
H -0.67 -2.21 -0.96

Summary:
Frontier orbital gap (spin up / spin down) ... 7.5 / 7.3 eV
LUMO energy (spin up / spin down) ... 0.73 / 0.45 eV
Energy relative to the best compared isomer or geometry (same formula, charge and spin) ... 6.2983 eV

No. 3
# C23H53N5O8P3

3 unconnected molecules or ions with the total composition C23H53N5O8P3 at a distorted geometry (wB97M-V/def2-TZVPD, the OMol25 dataset).

Cartesian coordinates (Å):
C -2.07 -6.27 1.05
C -2.19 -5.50 -0.02
N -1.02 -5.02 -0.68
C -0.43 -5.62 -1.72
P -0.87 -7.15 -2.56
C -2.69 -7.35 -2.69
C -0.23 -7.02 -4.26
N 0.67 -4.96 -2.08
C 0.75 -3.91 -1.24
N 1.76 -3.05 -1.33
C 2.07 -1.86 -0.54
C 1.67 -0.54 -1.24
C 2.75 0.54 -1.11
C 2.23 1.92 -0.65
C 2.71 2.27 0.77
C 1.71 1.82 1.87
N -0.28 -3.88 -0.36
C -0.69 -3.00 0.71
C -1.29 -1.65 0.24
C -2.65 -1.41 0.90
C -2.49 -1.22 2.42
C -3.73 -0.60 3.05
N -3.53 -0.48 4.51
H -2.91 -6.78 1.50
H -1.09 -6.45 1.48
H -3.17 -5.25 -0.41
H -3.24 -6.48 -2.34
H -3.00 -7.55 -3.71
H -2.97 -8.17 -2.04
H 0.85 -7.18 -4.25
H -0.66 -7.82 -4.85
H -0.43 -6.05 -4.71
H 2.41 -3.28 -2.06
H 3.16 -1.82 -0.49
H 1.73 -1.93 0.49
H 1.59 -0.80 -2.30
H 0.69 -0.18 -0.93
H 3.25 0.69 -2.07
H 3.54 0.24 -0.42
H 1.14 2.03 -0.71
H 2.68 2.67 -1.30
H 2.87 3.34 0.87
H 3.68 1.80 0.97
H 1.82 2.44 2.75
H 0.70 1.90 1.47
H 1.92 0.79 2.18
H -1.49 -3.50 1.27
H 0.10 -2.86 1.44
H -0.65 -0.85 0.59
H -1.43 -1.65 -0.84
H -3.12 -0.52 0.49
H -3.31 -2.27 0.77
H -1.67 -0.52 2.60
H -2.25 -2.16 2.91
H -3.91 0.40 2.65
H -4.61 -1.22 2.82
H -3.37 -1.41 4.87
H -4.38 -0.11 4.90
C 3.19 6.30 -7.06
O 3.24 4.87 -6.91
P 2.67 4.20 -5.55
O 3.71 4.45 -4.53
O 2.74 2.73 -6.22
C 4.00 2.24 -6.69
O 1.41 3.75 -4.63
C 0.19 3.29 -5.23
H 3.48 6.54 -8.08
H 2.18 6.68 -6.89
H 3.88 6.77 -6.36
H 4.82 2.63 -6.09
H 4.14 2.51 -7.74
H 3.97 1.15 -6.61
H 0.32 2.28 -5.61
H -0.14 3.94 -6.04
H -0.57 3.29 -4.45
C -1.68 2.51 4.30
O -1.56 3.74 5.03
P -1.69 3.66 6.63
O -3.10 3.43 6.98
O -1.18 5.16 6.88
C -1.95 6.25 6.39
O -0.79 3.02 7.77
C 0.64 3.18 7.73
H -1.43 2.72 3.26
H -0.99 1.76 4.68
H -2.70 2.13 4.36
H -3.01 6.01 6.39
H -1.63 6.51 5.38
H -1.77 7.10 7.05
H 0.90 4.18 8.08
H 1.04 3.02 6.73
H 1.07 2.45 8.41

Summary:
Frontier orbital gap ... 9.0 eV
Total charge ... +1
LUMO energy ... -2.44 eV